{"formula": "C49H41N7RhS", "method": "ωB97M-V/def2-TZVPD", "species": ["H", "H", "C", "H", "H", "C", "C", "H", "H", "C", "H", "C", "H", "C", "H", "H", "N", "H", "C", "H", "C", "C", "C", "Rh", "H", "H", "H", "C", "C", "C", "C", "H", "N", "C", "C", "C", "C", "H", "H", "H", "H", "C", "C", "C", "C", "N", "H", "S", "H", "N", "C", "C", "N", "C", "H", "C", "C", "H", "H", "C", "H", "C", "C", "N", "C", "C", "H", "H", "H", "C", "H", "H", "C", "C", "H", "H", "H", "C", "C", "N", "H", "H", "H", "C", "C", "C", "C", "C", "C", "C", "C", "H", "C", "C", "H", "H", "C", "C", "H"], "positions_angstrom": [[0.47271, 0.19796, -4.75502], [5.53645, -1.27118, 4.42394], [0.35656, 3.47684, 0.67515], [0.16719, -1.16067, 8.33930], [-3.34253, -0.43278, -8.58858], [0.58653, -2.24393, 6.52467], [3.41264, 3.58099, -0.47158], [-0.80946, 4.40875, 2.21022], [-4.92598, 0.58927, -6.84851], [3.47304, 2.44006, 0.28673], [0.83303, -0.14727, -6.43044], [4.99946, 0.64614, 3.48917], [-1.28740, -2.99047, 9.28566], [-2.38401, -1.62768, -1.04595], [-1.09437, 6.10879, -3.36345], [4.48225, 2.07456, 0.41310], [0.69786, -3.52994, 4.43430], [-5.32716, -1.92273, -2.27306], [4.05085, 1.28758, 2.69739], [1.13969, 1.30965, -3.30234], [0.78450, 2.21066, -2.76929], [1.46738, 4.44024, -2.02700], [-0.38752, -4.48932, 6.38082], [0.15958, -0.39047, -0.21207], [-1.36779, -1.38312, 2.21655], [-0.59916, -5.42336, 5.81933], [-4.09967, 1.08181, -4.59996], [0.21722, -0.44256, -5.57747], [3.07249, -0.91472, 2.11071], [-3.91911, 0.33728, -6.63231], [-1.29514, 3.08321, -1.72108], [-4.06948, -2.96497, -2.82046], [-1.65063, 0.81758, -3.69916], [-1.25879, -0.20862, -5.91574], [-3.42634, 0.60911, -5.35644], [1.01423, -3.85546, 0.16706], [-4.62278, -2.70390, -1.91987], [2.75401, 5.52820, -0.65770], [-2.65643, -1.39722, -3.18869], [0.78803, -4.79337, 2.08903], [-1.49981, 2.81938, 1.69439], [-3.92379, -2.71973, 0.44748], [0.68578, 5.51140, -2.37830], [1.46570, -2.84839, -0.59462], [-1.48831, 0.16587, -2.50271], [-0.84860, 0.76443, -1.45946], [-2.27919, 2.67512, -1.32123], [0.82538, -0.78145, 5.61300], [-5.13798, -3.61240, -1.53052], [1.28811, 1.32130, 0.21754], [3.19489, 0.53674, 1.82542], [2.52641, 1.39958, 0.76879], [2.07630, -1.74590, 1.53025], [-1.79201, -0.53868, -7.17357], [2.53431, -1.01632, -0.48345], [-0.71161, -3.13585, 8.37417], [1.10195, -3.87184, 1.59026], [4.39075, 3.94332, -0.93309], [1.01158, 6.57878, -2.17017], [0.05811, -2.14338, 7.82710], [-4.78979, -3.33888, 0.72224], [1.48778, 3.37071, -2.97907], [0.32454, -3.41768, 5.80253], [1.24637, -1.26901, 4.15349], [3.94343, -1.45572, 3.04284], [-3.20461, -2.26901, 1.55561], [0.56150, -4.39439, 3.96205], [1.42203, 5.27480, 1.29356], [4.04454, 2.38238, 2.58469], [-3.59207, -2.33449, -0.86236], [-1.20525, 1.74407, -3.67489], [5.80169, 1.24670, 3.89928], [-1.97194, -1.64134, 1.33312], [1.16571, -2.47607, 3.68644], [-1.18150, -1.14145, -7.83903], [0.42086, -1.48960, -5.41113], [3.85347, -2.54086, 3.29814], [1.44480, -2.72091, 2.28940], [1.85010, -1.66773, 0.12120], [-2.16244, -1.03229, -2.31751], [0.59492, -4.71935, -0.21533], [-3.60812, -2.45498, 2.54222], [2.01721, 3.43521, -3.95102], [-0.57979, 5.33403, -2.81098], [-3.01925, -0.15647, -7.59280], [4.94607, -0.73144, 3.71500], [-0.22801, 2.09296, -1.61331], [-1.55957, -1.35173, 0.06609], [-0.54088, 3.40122, 1.89034], [2.29005, 4.51764, -0.68723], [0.47789, 2.30714, -0.18277], [-1.28484, -5.20659, 8.22418], [-2.08919, 0.38584, -4.92211], [-0.80079, -4.35593, 7.68172], [-2.51631, 4.54753, -2.73886], [-0.12859, 2.85550, 2.77456], [-1.47759, 4.29075, -2.38194], [1.21110, 4.50232, 0.49889], [1.41651, -2.75983, -1.68545]], "forces_ev_per_a": [[0.30, -0.17, 0.44], [0.62, 0.07, 0.15], [0.95, 1.76, 0.60], [-0.15, -0.84, -0.35], [-0.09, 0.21, 0.00], [-1.18, -0.12, -0.13], [1.13, -0.71, 0.12], [0.00, -0.11, 0.01], [-0.71, 0.11, -0.30], [-0.20, -0.11, -0.82], [-0.03, 0.02, 0.04], [0.13, -0.15, 0.54], [0.52, -0.07, 0.00], [-1.51, -0.03, 0.76], [0.08, 0.37, 0.24], [0.13, 0.01, -0.06], [-0.14, 1.20, 1.90], [0.29, -0.27, 0.78], [-0.08, -1.00, -1.64], [-0.89, 0.51, 0.11], [1.95, 0.87, 0.49], [1.31, 1.07, 1.37], [0.57, -0.40, 0.04], [-0.33, -1.93, 1.98], [-0.07, 0.08, -0.49], [0.36, 0.79, 0.39], [0.46, -0.48, -0.72], [-0.94, 0.24, -1.30], [0.23, 2.47, -0.36], [1.72, 0.42, 0.46], [-3.65, 1.74, -0.85], [-0.15, -0.46, -0.30], [1.48, 1.31, 2.42], [0.35, 0.14, 1.34], [-0.48, 0.61, 1.44], [0.29, -1.50, 2.92], [0.73, -0.36, -0.25], [-0.47, -0.37, -0.16], [0.87, 0.68, 1.91], [-0.13, 0.44, -0.18], [1.05, 0.86, -0.09], [0.05, 0.35, 1.04], [1.15, 2.31, 0.82], [-0.32, 3.13, 0.07], [-0.65, 0.17, 1.27], [-0.90, -0.90, -2.67], [1.27, 0.40, -0.57], [0.71, -0.68, 0.08], [0.06, 0.81, -0.65], [0.13, 0.34, -0.86], [-0.80, -1.00, 0.76], [0.76, 1.63, 0.66], [0.29, 1.72, -1.10], [1.85, -0.23, 0.51], [-0.10, -0.55, 1.22], [0.51, -0.16, -0.10], [-0.58, -0.04, -1.13], [-1.29, -0.66, 0.81], [-0.25, -1.24, -0.18], [-0.18, 1.53, 0.43], [0.10, 0.42, -0.80], [-1.23, -3.54, -0.17], [0.14, -0.81, -1.93], [0.06, 2.85, 1.01], [0.37, -1.03, 0.73], [0.43, -0.37, -0.96], [-0.22, -0.55, -0.06], [-0.77, -0.75, -0.96], [0.18, -0.69, 0.17], [-0.55, -0.04, 0.66], [-0.39, -0.57, -0.25], [-0.19, -0.01, 0.41], [-0.77, -0.33, 1.58], [-0.32, -2.76, -2.43], [0.23, 0.36, -0.07], [0.11, -0.29, 0.43], [0.01, 1.00, -0.42], [0.17, -0.66, 1.27], [1.20, 0.76, -1.66], [0.54, 0.67, -2.05], [-0.61, -1.61, -1.11], [0.25, -0.08, 0.10], [0.09, 0.19, 0.84], [-1.85, -0.45, -0.83], [-1.97, -0.55, 0.55], [-1.61, 0.54, -1.23], [1.24, -0.30, 1.70], [0.97, 0.00, -2.41], [-1.32, -1.14, 0.39], [-1.99, 0.74, -0.05], [1.66, -1.71, -0.91], [0.29, 0.81, -0.84], [-1.67, -1.46, -4.30], [-1.14, -0.94, 0.79], [0.88, -0.45, 1.18], [0.23, 0.41, -0.80], [-0.12, -0.80, -0.87], [1.51, -0.27, -0.12], [0.03, -0.39, 0.55]], "lowdin_charge": [0.029, 0.100, -0.248, 0.125, 0.112, -0.418, -0.042, 0.079, 0.093, -0.045, 0.087, -0.076, 0.119, -0.206, 0.103, 0.103, 0.166, 0.091, -0.042, 0.106, 0.005, -0.176, -0.014, 0.880, 0.091, 0.134, 0.125, -0.014, -0.153, -0.064, -0.044, 0.059, 0.117, -0.166, -0.016, -0.085, -0.048, 0.143, 0.167, 0.111, 0.102, -0.071, -0.092, -0.070, -0.281, -0.041, 0.147, 1.135, 0.089, 0.035, -0.055, -0.150, 0.004, -0.062, 0.128, -0.067, 0.016, 0.138, 0.150, -0.105, 0.112, -0.021, -0.198, -0.255, -0.043, -0.090, 0.123, 0.141, 0.120, -0.213, 0.133, 0.105, -0.131, -0.361, 0.120, 0.083, 0.135, -0.194, -0.239, 0.141, 0.085, 0.095, 0.137, -0.082, -0.075, -0.054, -0.390, -0.209, -0.032, -0.218, -0.112, 0.132, -0.236, -0.065, 0.124, 0.090, -0.055, 0.046, 0.117], "relative_energy_kcal_mol": 189.35, "homo_lumo_gap_ev": [5.304, 4.123], "spin_multiplicity": 5, "total_charge": 1, "e_lumo_ev": [-2.600, -4.588], "total_energy_ev": -75734.975, "mol_weight_g_mol": 862.89}